Entry 1:
Computed, not measured: one molecule with the formula CH9N4P, with the ωB97M-V functional and the def2-TZVPD basis.

Relative energy (zero: lowest compared OMol25 entry of this formula, charge and spin): 0.772 eV
Kohn-Sham gap: 9.302 eV
SMILES string: NCNP(N)N

Each line ends with the natural charge from an NBO analysis.
Geometry (Å):
N: -2.7576 0.1423 0.1428  -0.832
C: -1.4002 0.6071 -0.0921  -0.055
N: -0.3317 -0.1920 0.5521  -0.941
P: 1.4742 0.1338 0.7460  1.203
N: 1.8070 0.6859 -0.9009  -1.187
N: 1.8589 -1.5326 0.5203  -1.135
H: -2.6484 -0.7644 -0.2907  0.368
H: -3.0877 0.1795 1.0887  0.361
H: -1.3453 1.6586 -0.0192  0.159
H: -1.3439 0.4827 -1.2374  0.168
H: -0.5747 -0.3192 1.4844  0.358
H: 2.7875 0.7808 -0.9847  0.378
H: 1.2358 1.5246 -1.1864  0.390
H: 2.8287 -1.8175 0.5746  0.383
H: 1.4974 -1.5694 -0.3974  0.382

Forces on the atoms, in the same order (eV/Å):
N 1.3 0.2 -1.0
C 0.2 -0.6 -2.7
N 1.7 0.9 -1.6
P -1.4 -0.3 -0.7
N -2.7 0.4 0.7
N 0.0 1.2 1.1
H -1.3 -0.6 0.8
H 0.1 -0.5 0.4
H 0.2 1.4 0.9
H 0.5 0.0 1.6
H -0.8 -0.5 2.1
H 1.0 0.7 -0.4
H 1.3 -1.1 0.4
H 0.0 0.2 0.0
H -0.3 -1.3 -1.5

Entry 2:
Computed, not measured: one molecule with the formula C4H10N4, with the ωB97M-V functional and the def2-TZVPD basis.

Relative energy (zero: lowest compared OMol25 entry of this formula, charge and spin): 2.387 eV
Kohn-Sham gap: 9.450 eV
SMILES string: [H]/N=C(\C)N(N)/C=N/C

Each line ends with the natural charge from an NBO analysis.
Geometry (Å):
H: -3.0802 -0.8547 0.3335  0.348
N: -2.2226 -0.3157 0.3943  -0.715
C: -1.2573 -0.8322 -0.2562  0.448
C: -1.3031 -2.1519 -0.9923  -0.681
N: -0.0626 -0.1471 -0.3698  -0.316
N: 1.3541 -0.7102 -0.8665  -0.596
C: 0.1630 0.9974 0.3316  0.245
N: 1.3568 1.3335 0.5906  -0.451
C: 1.6520 2.5676 1.2566  -0.422
H: -1.0950 -2.0046 -2.0524  0.225
H: -0.5579 -2.8408 -0.5917  0.228
H: -2.2868 -2.6066 -0.8939  0.226
H: 1.7145 -1.3901 -0.2015  0.357
H: 1.0986 -1.1695 -1.7355  0.349
H: -0.7303 1.4520 0.7682  0.196
H: 2.2041 3.2136 0.5703  0.200
H: 0.7553 3.0971 1.6020  0.162
H: 2.2974 2.3621 2.1126  0.197

Forces on the atoms, in the same order (eV/Å):
H 0.2 -0.2 -0.1
N 0.2 0.3 0.0
C -0.4 -0.9 -0.4
C 0.0 0.1 0.1
N 3.3 -1.5 -1.2
N -3.5 0.7 0.0
C 1.0 1.0 1.6
N -0.2 0.1 -0.4
C -0.4 0.1 0.2
H 0.0 0.0 0.0
H 0.0 0.0 0.0
H 0.0 0.1 0.0
H -0.4 0.0 0.2
H 0.1 -0.2 0.1
H 0.0 0.2 -0.4
H 0.0 0.0 0.1
H 0.0 0.1 0.1
H 0.0 0.1 0.0

Entry 3:
Computed, not measured: one molecule with the formula C22H25N3O3, with the ωB97M-V functional and the def2-TZVPD basis.

Relative energy (zero: lowest compared OMol25 entry of this formula, charge and spin): 0.347 eV
Kohn-Sham gap: 9.548 eV
SMILES string: CCC[C@]1(c2ccccc2)NC(=O)N(CC(=O)NCc2ccc(C)cc2)C1=O

Each line ends with the natural charge from an NBO analysis.
Geometry (Å):
C: 4.4250 2.3229 -0.6669  -0.611
C: 4.4035 1.1573 -1.6480  -0.394
C: 3.0255 0.5191 -1.8303  -0.383
C: 2.4884 -0.2283 -0.5981  0.001
C: 2.0580 0.6634 0.5571  -0.047
C: 2.4959 0.4301 1.8540  -0.208
C: 2.0470 1.2231 2.8955  -0.197
C: 1.1425 2.2420 2.6580  -0.209
C: 0.6796 2.4591 1.3715  -0.219
C: 1.1313 1.6741 0.3273  -0.157
N: 3.3710 -1.2992 -0.2009  -0.627
C: 2.7591 -2.5014 -0.1140  0.810
O: 3.2137 -3.5507 0.2538  -0.608
N: 1.4615 -2.3107 -0.6154  -0.470
C: 0.4033 -3.2792 -0.4815  -0.310
C: -0.5633 -2.7432 0.5882  0.671
O: -0.1464 -2.2299 1.6037  -0.625
N: -1.8686 -2.9017 0.3053  -0.599
C: -2.9069 -2.3393 1.1476  -0.266
C: -3.5573 -1.1367 0.5130  0.026
C: -4.9359 -1.0537 0.3845  -0.220
C: -5.5222 0.0564 -0.1975  -0.220
C: -4.7450 1.1043 -0.6718  -0.019
C: -5.3774 2.3151 -1.2884  -0.626
C: -3.3635 1.0139 -0.5441  -0.200
C: -2.7744 -0.0891 0.0420  -0.214
C: 1.2215 -1.0139 -0.9525  0.735
O: 0.1959 -0.5877 -1.4218  -0.596
H: 3.6842 3.0688 -0.9451  0.206
H: 5.4052 2.7944 -0.6727  0.211
H: 4.2099 1.9942 0.3458  0.212
H: 5.1228 0.3982 -1.3341  0.190
H: 4.7254 1.5185 -2.6277  0.211
H: 2.3012 1.2819 -2.1147  0.219
H: 3.0846 -0.2037 -2.6487  0.217
H: 3.1818 -0.3763 2.0650  0.216
H: 2.3993 1.0324 3.8982  0.215
H: 0.7880 2.8544 3.4736  0.215
H: -0.0446 3.2373 1.1807  0.214
H: 0.7395 1.8287 -0.6657  0.218
H: 4.2915 -1.1430 0.1710  0.421
H: -0.0918 -3.4294 -1.4437  0.213
H: 0.8630 -4.2095 -0.1364  0.264
H: -2.1477 -3.2068 -0.6136  0.398
H: -2.4145 -2.0518 2.0818  0.247
H: -3.6533 -3.1112 1.3597  0.199
H: -5.5585 -1.8609 0.7448  0.204
H: -6.5981 0.1055 -0.2883  0.207
H: -4.7637 2.7004 -2.0998  0.216
H: -6.3681 2.0846 -1.6728  0.214
H: -5.4788 3.1032 -0.5414  0.219
H: -2.7401 1.8161 -0.9107  0.206
H: -1.6993 -0.1420 0.1243  0.230

Forces on the atoms, in the same order (eV/Å):
C 0.2 -0.1 -0.1
C -0.3 0.1 0.1
C 0.1 -0.1 0.1
C -0.2 0.3 -0.2
C 0.0 0.0 0.2
C 0.0 0.0 -0.1
C 0.0 0.0 0.1
C 0.0 0.0 0.1
C 0.0 0.0 0.0
C 0.0 0.0 0.0
N 0.3 0.4 0.0
C 0.0 -0.2 -0.1
O 0.1 -0.3 0.2
N -0.1 -0.3 0.0
C 0.0 0.2 0.1
C 0.1 -0.3 -0.3
O 0.2 0.2 0.2
N -0.4 -0.2 -0.1
C 0.0 0.0 0.2
C -0.1 -0.1 0.0
C 0.1 -0.1 0.1
C 0.0 0.1 0.0
C -0.1 -0.1 0.0
C 0.0 0.0 0.1
C 0.0 -0.1 0.0
C 0.0 0.0 0.0
C 0.3 -0.1 -0.2
O -0.1 0.1 0.0
H -0.1 0.1 0.0
H 0.1 0.1 0.0
H 0.0 0.1 0.1
H 0.1 0.0 -0.1
H 0.1 -0.1 0.0
H -0.1 0.0 -0.1
H -0.1 0.0 0.0
H 0.0 -0.1 0.0
H 0.0 0.0 0.1
H 0.0 0.1 0.1
H -0.1 0.1 0.0
H 0.0 0.0 -0.1
H 0.0 -0.2 0.0
H 0.0 0.0 0.1
H -0.1 0.1 -0.1
H 0.2 0.0 0.0
H -0.1 -0.1 -0.1
H 0.1 0.1 0.1
H -0.1 -0.1 0.0
H -0.1 0.0 0.0
H 0.0 0.1 -0.1
H -0.1 0.0 -0.1
H 0.0 0.1 0.0
H 0.1 0.1 -0.1
H 0.1 0.0 0.0

Entry 4:
Computed, not measured: C49H42N5O2P3Se2Sn as an isolated structure, with the ωB97M-V functional and the def2-TZVPD basis.

Relative energy (zero: lowest compared OMol25 entry of this formula, charge and spin): 0.000 eV
Kohn-Sham gap: 7.382 eV

Each line ends with the Löwdin charge.
Geometry (Å):
Sn: -1.6837 -1.5389 -1.5421  0.996
Se: 4.0259 -4.9664 0.9614  0.263
P: 4.1074 -2.8471 0.4521  0.573
C: 4.6363 -1.8751 1.8730  -0.366
C: 5.5094 -2.4312 2.8084  -0.106
C: 5.8814 -1.6934 3.9202  -0.077
C: 5.3417 -0.4327 4.1240  -0.084
C: 4.4570 0.1204 3.2148  -0.065
C: 4.1867 -0.5635 2.0264  -0.085
C: 5.3187 -2.4755 -0.8447  -0.351
C: 6.0183 -3.4836 -1.5064  -0.094
C: 6.8081 -3.1740 -2.6073  -0.089
C: 6.8696 -1.8910 -3.0856  -0.096
C: 6.1928 -0.8734 -2.4273  -0.084
C: 5.3887 -1.1587 -1.3303  -0.086
C: 2.5796 -2.3700 -0.3494  -0.390
C: 1.2091 -1.9823 0.0706  -0.372
N: 0.5084 -2.0004 -1.1763  -0.280
N: 1.2851 -2.4012 -2.1656  -0.037
N: 2.5170 -2.6111 -1.7145  0.016
P: 0.5301 -1.0291 1.4316  0.741
Se: -1.6824 -1.4605 1.2575  0.332
C: 1.0646 0.6790 1.1490  -0.340
C: 1.3758 1.0720 -0.1571  -0.096
C: 1.9451 2.3051 -0.4243  -0.065
C: 2.2353 3.1572 0.6243  -0.075
C: 1.8278 2.8351 1.9207  -0.068
C: 1.2757 1.5844 2.1828  -0.083
C: 1.0178 -1.5914 3.0590  -0.371
C: 1.7972 -2.7362 3.1758  -0.097
C: 2.3387 -3.0767 4.4021  -0.062
C: 1.8706 -2.4517 5.5585  -0.067
C: 0.9522 -1.4127 5.4624  -0.076
C: 0.5103 -0.9999 4.2139  -0.109
H: 5.8798 -3.4496 2.6532  0.079
H: 6.6144 -2.0764 4.6363  0.112
H: 5.6002 0.1234 5.0223  0.107
H: 3.9971 1.0919 3.3998  0.101
H: 3.5649 -0.1093 1.2406  0.092
H: 5.9215 -4.5219 -1.1473  0.067
H: 7.3881 -3.9660 -3.1030  0.113
H: 7.4534 -1.6599 -3.9975  0.115
H: 6.2557 0.1543 -2.7954  0.106
H: 4.8083 -0.3580 -0.8571  0.102
H: 1.1891 0.3870 -0.9807  0.097
H: 2.1790 2.5659 -1.4677  0.123
H: 2.7290 4.1199 0.4311  0.113
H: 1.9676 3.5462 2.7381  0.114
H: 1.0399 1.3299 3.2162  0.099
H: 2.0369 -3.3359 2.2805  0.051
H: 3.1036 -3.8697 4.4446  0.120
H: 2.2203 -2.7812 6.5418  0.111
H: 0.5679 -0.9063 6.3602  0.114
H: -0.2503 -0.2075 4.1397  0.115
C: -6.0260 -0.9438 -0.4692  -0.274
P: -4.7563 -1.3182 -1.7170  0.786
C: -5.5779 -0.8607 -3.2733  -0.279
C: -4.7761 -3.1206 -1.6676  -0.454
C: -4.2840 -3.7420 -0.5185  -0.158
C: -4.1607 -5.1144 -0.4391  -0.083
C: -4.6235 -5.8935 -1.4823  -0.098
C: -5.1525 -5.3005 -2.6146  -0.085
C: -5.2139 -3.9087 -2.7258  -0.086
H: -6.9797 -1.4914 -0.6526  0.060
H: -6.2411 0.1472 -0.4532  0.026
H: -5.6693 -1.2011 0.5502  0.048
H: -6.5758 -1.2701 -3.3639  0.041
H: -4.9545 -1.1426 -4.1425  0.057
H: -5.6500 0.2346 -3.3188  0.036
H: -4.0037 -3.1265 0.3500  0.064
H: -3.7140 -5.5927 0.4489  0.119
H: -4.5906 -6.9947 -1.4087  0.113
H: -5.5356 -5.9248 -3.4394  0.111
H: -5.6091 -3.4473 -3.6429  0.100
O: -1.6790 0.3610 -3.7103  -0.030
C: -1.6526 1.1367 -2.7506  -0.611
N: -1.7269 2.4851 -2.7281  0.172
C: -1.9532 3.0553 -1.3777  -0.242
C: -1.7945 1.7571 -0.5352  -0.441
O: -1.8154 1.7531 0.6876  0.023
N: -1.5992 0.7112 -1.4148  -0.034
C: -3.3852 3.5805 -1.2363  -0.121
C: -3.6996 4.9536 -1.2354  -0.017
C: -5.0209 5.3939 -1.2600  -0.078
C: -6.0667 4.4722 -1.2973  -0.092
C: -5.7769 3.1147 -1.3033  -0.083
C: -4.4572 2.6826 -1.2310  -0.019
C: -0.9854 4.1242 -0.9234  -0.172
C: -1.0413 4.5368 0.4215  -0.031
C: -0.2064 5.5403 0.8949  -0.077
C: 0.7046 6.1474 0.0280  -0.114
C: 0.7863 5.7403 -1.2846  -0.100
C: -0.0302 4.7082 -1.7520  -0.042
H: -1.7240 2.9996 -3.5998  0.160
H: -2.9091 5.7066 -1.2074  0.117
H: -5.2762 6.4605 -1.2594  0.108
H: -7.1154 4.8182 -1.3417  0.111
H: -6.5805 2.3779 -1.3400  0.096
H: -4.2672 1.6065 -1.2084  0.091
H: -1.7814 4.0620 1.0762  0.128
H: -0.2738 5.8579 1.9443  0.113
H: 1.3436 6.9660 0.3974  0.111
H: 1.4827 6.2209 -1.9883  0.112
H: 0.1124 4.3790 -2.7980  0.118

Forces on the atoms, in the same order (eV/Å):
Sn -0.2 0.1 0.0
Se 0.0 1.1 -0.2
P 1.0 -2.3 -0.2
C -0.3 0.8 -0.1
C 0.0 -0.5 -0.1
C 0.4 0.0 0.0
C -0.2 0.2 0.5
C 0.0 0.2 -0.6
C -0.5 0.0 0.2
C -0.2 0.3 -0.8
C -0.1 -0.4 0.6
C 0.3 -1.1 -0.1
C 0.5 0.7 -0.7
C -0.4 0.5 0.0
C 0.2 -0.1 0.2
C -3.6 1.1 -0.7
C 2.6 -0.5 -3.1
N 1.2 0.2 2.5
N 0.9 0.3 1.6
N -0.4 0.1 1.1
P -2.0 -0.6 -0.9
Se 1.0 0.2 0.0
C 0.3 0.1 -0.2
C -0.2 -0.5 -0.2
C 0.2 -0.2 -0.5
C -0.1 0.9 0.3
C 0.3 -0.1 -0.1
C -0.1 0.2 0.5
C -0.3 -0.6 0.1
C 0.8 0.1 -0.9
C 0.0 -0.7 0.4
C 0.5 0.0 0.1
C -0.4 0.1 0.3
C -0.3 0.9 0.0
H -0.2 0.4 0.1
H -0.3 0.0 -0.3
H 0.0 -0.1 -0.1
H 0.2 -0.2 -0.1
H 0.2 -0.2 0.5
H 0.1 0.6 -0.2
H -0.4 0.3 0.2
H -0.3 -0.2 0.7
H -0.1 -0.4 0.1
H 0.2 -0.3 -0.2
H 0.1 0.1 0.1
H 0.0 -0.1 0.6
H -0.3 -0.5 0.1
H 0.0 -0.3 -0.3
H 0.0 0.0 -0.3
H 0.1 0.4 0.6
H -0.6 0.3 0.0
H 0.0 0.2 -0.4
H 0.2 -0.4 -0.5
H 0.5 -0.3 0.0
C -1.0 0.3 0.7
P 0.2 0.5 0.3
C 0.4 0.3 -0.5
C -0.3 -0.3 -0.2
C 0.3 0.5 0.5
C 0.2 -0.3 0.7
C -0.1 -1.0 -0.2
C -0.4 0.0 -0.7
C 0.0 -0.2 -0.3
H 0.6 0.4 0.1
H 0.2 -0.6 -0.1
H -0.1 0.1 -0.6
H -0.2 -0.2 -0.1
H -0.3 0.0 0.4
H 0.0 -0.2 0.2
H 0.1 -0.3 -0.4
H -0.4 0.4 -0.5
H 0.1 0.7 -0.1
H 0.3 0.4 0.5
H 0.2 -0.3 0.5
O 0.3 0.8 0.8
C -0.3 -0.5 0.9
N 0.1 1.2 -0.4
C -0.2 -0.2 -0.5
C 0.5 -0.4 0.4
O -0.1 -0.2 -1.3
N 0.0 -0.6 0.1
C -0.9 0.4 -0.3
C 0.3 -0.1 0.0
C -0.4 -0.1 0.0
C -0.4 0.3 -0.2
C 0.0 -0.1 0.3
C 0.1 -0.3 -0.2
C 0.9 0.0 0.3
C -0.4 0.0 0.0
C -0.1 -0.1 0.1
C 0.2 0.7 0.6
C 0.2 -0.1 -0.6
C -0.1 -0.1 -0.6
H -0.3 0.0 0.3
H -0.2 -0.3 -0.1
H 0.4 -0.4 0.0
H 0.7 -0.2 0.0
H 0.2 0.2 0.0
H 0.1 0.2 0.0
H 0.4 0.3 -0.2
H 0.0 -0.2 -0.5
H -0.3 -0.5 -0.2
H -0.3 -0.3 0.5
H -0.3 0.1 0.7

Entry 5:
Computed, not measured: C8H5Cl2HoIrNO3S as an isolated structure, with the ωB97M-V functional and the def2-TZVPD basis.

Charge: +4
Spin multiplicity: 9
Kohn-Sham gap (alpha / beta): 7.095 / 4.181 eV

Each line ends with the Löwdin spin population.
Geometry (Å):
Ho: -3.9551 2.5195 -3.2982  4.036
Ir: -0.8110 0.3135 -0.2530  2.147
Cl: -1.7788 3.4956 -4.0249  -0.009
Cl: -2.7704 0.7165 -1.5698  0.144
C: -0.7892 0.2666 1.6185  0.155
C: -4.4941 4.3489 -5.0357  -0.002
C: -6.2792 3.5259 -3.6911  -0.004
O: -0.7819 0.0819 2.8040  0.016
O: -5.2171 5.0822 -5.5378  0.000
O: -7.0652 4.2490 -4.1755  0.000
S: 1.3267 -0.2007 -0.0653  0.746
C: 1.9329 -1.4196 1.1264  0.188
N: 2.7984 -0.7625 2.0162  0.035
C: 3.5402 -1.4335 2.9847  0.192
C: 3.5023 -2.8283 2.9999  0.212
C: 2.9535 -3.4387 1.8364  -0.032
C: 2.2423 -2.7629 0.8336  0.162
H: 2.5199 0.2356 2.1842  0.005
H: 4.1766 -0.8388 3.6744  0.004
H: 4.1534 -3.3682 3.7467  0.005
H: 3.1005 -4.5038 1.7792  -0.003
H: 1.6952 -3.2784 0.0471  0.005

Forces on the atoms, in the same order (eV/Å):
Ho 2.5 0.7 -0.8
Ir -1.0 0.7 -2.5
Cl -1.6 -0.9 0.9
Cl -0.1 0.1 -0.1
C -1.3 -1.1 10.5
C -2.8 2.8 -2.3
C -5.8 4.2 -2.4
O 0.3 1.1 -7.5
O 3.8 -2.1 1.0
O 3.8 -4.8 3.6
S 1.5 -1.9 0.2
C 2.4 2.7 -1.1
N -1.0 -0.4 2.2
C -0.8 2.4 -1.1
C 1.1 -1.0 -1.2
C 0.1 -0.5 0.8
C -1.0 -0.7 1.5
H 1.1 -0.9 0.0
H -0.7 -0.2 -0.4
H -1.1 0.3 -0.8
H -0.1 -0.3 -0.4
H 0.5 -0.1 -0.1

Entry 6:
Computed, not measured: C2H2CdN2O2S as an isolated structure, with the ωB97M-V functional and the def2-TZVPD basis.

Charge: +2
Kohn-Sham gap: 5.497 eV

Each line ends with the natural charge from an NBO analysis.
Geometry (Å):
N: -1.7990 -0.2062 0.2101  -0.783
C: -0.8325 -0.8169 -0.6092  0.819
O: -0.8112 -0.6342 -1.7600  -0.453
O: 0.0745 -1.7264 0.0605  -0.264
N: 1.3644 -1.3315 0.0138  0.094
C: 1.5704 -0.1233 0.1403  0.224
S: 1.9616 1.3796 -0.4280  0.037
H: -2.0049 0.7399 -0.1113  0.421
H: -1.5415 -0.2312 1.1981  0.394
Cd: 2.0183 2.9500 1.2859  1.510

Forces on the atoms, in the same order (eV/Å):
N 2.5 -0.7 0.9
C -2.9 1.9 0.6
O 1.3 -0.3 -1.4
O 0.3 -1.6 0.0
N -1.3 2.8 1.1
C 1.1 -0.3 -1.1
S -0.2 -1.9 -1.0
H -0.4 -0.5 -0.2
H -0.6 -0.1 -0.2
Cd 0.2 0.7 1.2